[1]
A molecular structure, C33H37BN13O3Sc, computed with ωB97M-V/def2-TZVPD.

Results
Kohn-Sham gap in eV: 8.519
E_HOMO in eV: -8.4
Strongest force on any atom in eV Å⁻¹: 0.3
Spin multiplicity: 1
LUMO in eV: 0.114
ΔE to the lowest compared entry with this formula, charge and spin in kJ/mol: 0.0

Each line ends with the Löwdin charge.
Cartesian coordinates (Å):
Sc 0.32 0.13 -0.21  1.033
C 0.05 -0.98 -4.74  -0.044
C 0.63 -0.29 -3.67  -0.144
N 0.08 -0.65 -2.51  0.001
N -0.86 -1.57 -2.82  -0.031
C -0.89 -1.79 -4.14  -0.071
B -1.58 -2.39 -1.73  -0.511
N -0.50 -2.98 -0.81  -0.021
C -0.21 -4.28 -0.61  -0.070
C 0.90 -4.35 0.21  -0.040
C 1.23 -3.01 0.45  -0.128
N 0.39 -2.20 -0.17  0.001
N -2.50 -1.47 -0.91  -0.018
C -3.84 -1.47 -0.86  -0.063
C -4.24 -0.43 -0.04  -0.036
C -3.04 0.17 0.35  -0.142
N -2.00 -0.46 -0.18  0.012
H 0.29 -0.90 -5.79  0.095
H 1.43 0.43 -3.72  0.096
H -1.58 -2.51 -4.55  0.122
H -2.23 -3.26 -2.24  0.123
H -0.82 -5.05 -1.05  0.121
H 1.39 -5.23 0.58  0.095
H 2.01 -2.62 1.08  0.082
H -4.41 -2.21 -1.39  0.121
H -5.24 -0.14 0.23  0.087
H -2.89 1.03 0.98  0.087
C 2.33 1.26 0.87  -0.159
C 1.94 2.09 -0.20  -0.166
C 2.13 1.38 -1.40  -0.195
C 2.66 0.12 -1.08  -0.171
C 2.77 0.04 0.33  -0.166
H 2.30 1.50 1.92  0.112
H 1.58 3.11 -0.13  0.094
H 1.94 1.78 -2.38  0.091
H 2.90 -0.68 -1.76  0.109
H 3.10 -0.81 0.89  0.098
C -1.75 -2.50 3.75  -0.065
C -0.68 -2.31 4.83  -0.159
C 0.18 -1.04 4.65  -0.308
C 1.24 -0.97 5.76  -0.177
C 2.14 0.25 5.66  -0.069
C -0.73 0.17 4.79  -0.417
O -1.30 0.45 5.82  0.108
N -0.86 0.96 3.67  0.234
C -0.38 0.61 2.43  -0.532
O -0.68 1.35 1.45  -0.087
N 0.38 -0.44 2.22  0.149
C 0.87 -1.15 3.28  -0.427
O 1.81 -1.92 3.17  0.074
H -2.33 -3.40 3.95  0.077
H -1.30 -2.61 2.76  0.072
H -2.44 -1.66 3.71  0.079
H 0.00 -3.16 4.83  0.125
H -1.15 -2.25 5.81  0.122
H 1.83 -1.88 5.69  0.119
H 0.71 -0.98 6.72  0.121
H 2.69 0.26 4.72  0.075
H 2.88 0.24 6.47  0.076
H 1.57 1.18 5.75  0.077
H -1.45 1.77 3.75  0.164
C -0.96 4.02 0.22  -0.004
C -1.52 3.18 -0.88  -0.326
N -1.07 2.02 -1.30  0.090
C -1.87 1.68 -2.38  -0.104
C -2.81 2.63 -2.60  -0.030
N -2.58 3.59 -1.63  -0.010
C -3.46 4.71 -1.39  -0.066
N -4.79 4.26 -1.08  -0.059
N -5.75 4.29 -2.04  0.055
N -6.79 3.68 -1.64  0.077
C -6.53 3.19 -0.37  -0.228
C -7.34 2.44 0.50  -0.011
C -6.79 2.08 1.71  -0.085
C -5.48 2.46 2.06  -0.078
C -4.68 3.19 1.22  -0.015
C -5.24 3.55 -0.01  -0.165
H -0.23 3.45 0.78  0.048
H -1.73 4.33 0.93  0.068
H -0.50 4.92 -0.18  0.097
H -1.74 0.76 -2.93  0.090
H -3.61 2.71 -3.31  0.122
H -3.54 5.33 -2.28  0.141
H -3.07 5.31 -0.57  0.133
H -8.35 2.17 0.22  0.115
H -7.38 1.50 2.41  0.105
H -5.09 2.15 3.03  0.109
H -3.67 3.47 1.50  0.096

=====

[2]
2 unconnected molecules or ions with the total composition C3H9NS2 at a distorted geometry, computed with ωB97M-V/def2-TZVPD.

Results
Kohn-Sham gap in eV: 5.847
E_HOMO in eV: -9.0
Strongest force on any atom in eV Å⁻¹: 2.3
Spin multiplicity: 1
LUMO in eV: -3.135
ΔE to the lowest compared entry with this formula, charge and spin in kJ/mol: 369.2

Each line ends with the Löwdin charge.
Cartesian coordinates (Å):
N -1.76 -0.92 -1.63  -0.003
C -0.59 -0.12 -1.21  -0.430
C -0.75 0.79 -0.01  -0.742
S -1.23 0.04 1.48  0.731
S 2.17 0.46 -0.36  0.690
C 1.76 -0.42 1.13  -0.569
H -2.19 -1.24 -0.77  0.029
H -2.44 -0.28 -2.04  0.064
H -0.21 0.45 -2.05  0.102
H 0.18 -0.83 -0.94  0.035
H -1.46 1.60 -0.22  0.081
H 0.26 1.25 0.25  0.004
H 1.61 -1.48 0.92  0.037
H 0.83 -0.01 1.61  -0.064
H 2.60 -0.32 1.82  0.034

=====

[3]
A molecular structure, C41H46N9O2P2Pt at a distorted geometry, computed with ωB97M-V/def2-TZVPD.

Results
Kohn-Sham gap (alpha / beta) in eV: 6.717 / 6.721
E_HOMO (alpha / beta) in eV: -9.9 / -9.9
Total charge: +1
Strongest force on any atom in eV Å⁻¹: 2.2
Spin multiplicity: 1
LUMO (alpha / beta) in eV: -3.191 / -3.186
ΔE to the lowest compared entry with this formula, charge and spin in kJ/mol: 260.7

Each line ends with the Löwdin charge.
Cartesian coordinates (Å):
Pt -0.19 -0.34 0.27  1.083
C 1.50 3.13 0.33  -0.049
N 0.92 3.06 1.65  -0.103
C 1.24 4.11 2.59  -0.106
C -0.02 4.25 3.45  -0.106
N -0.91 3.23 2.92  -0.078
C -2.00 2.80 3.75  -0.023
C -0.37 2.61 1.83  -0.343
N -0.92 1.78 1.00  0.024
C -2.34 1.61 0.89  -0.244
C -2.63 1.19 -0.56  -0.213
N -2.08 -0.14 -0.76  -0.062
C -2.81 -1.04 -1.36  -0.351
N -2.64 -2.38 -1.25  -0.082
C -1.79 -3.07 -0.32  -0.055
C -3.72 -3.12 -1.86  -0.099
C -4.53 -2.04 -2.57  -0.102
N -3.88 -0.80 -2.18  -0.084
C -4.03 0.32 -3.08  -0.047
H 2.58 3.22 0.41  0.093
H 1.12 4.00 -0.23  0.101
H 1.24 2.22 -0.22  0.042
H 1.49 5.04 2.07  0.126
H 2.12 3.82 3.19  0.123
H -0.49 5.24 3.35  0.130
H 0.18 4.06 4.51  0.125
H -1.65 2.72 4.79  0.098
H -2.37 1.83 3.44  0.080
H -2.81 3.54 3.72  0.101
H -2.87 2.55 1.12  0.126
H -2.72 0.81 1.55  0.078
H -2.14 1.91 -1.22  0.117
H -3.71 1.20 -0.71  0.118
H -1.00 -2.39 0.04  0.010
H -1.32 -3.92 -0.82  0.092
H -2.35 -3.43 0.55  0.093
H -4.31 -3.63 -1.09  0.131
H -3.32 -3.88 -2.54  0.129
H -5.58 -2.02 -2.26  0.130
H -4.49 -2.15 -3.66  0.123
H -4.03 -0.04 -4.11  0.094
H -3.22 1.03 -2.96  0.068
H -4.98 0.83 -2.90  0.100
O 1.12 -2.35 -0.91  -0.360
P 1.97 -2.34 -2.13  0.742
C 3.67 -1.73 -1.77  -0.245
P 3.37 -0.20 -0.79  0.735
O 2.06 0.40 -1.10  -0.375
C 4.73 0.96 -1.13  -0.273
C 4.55 1.87 -2.17  -0.077
C 5.53 2.80 -2.44  -0.069
C 6.69 2.83 -1.67  -0.069
C 6.87 1.92 -0.65  -0.068
C 5.89 0.98 -0.37  -0.071
C 3.55 -0.70 0.95  -0.222
C 4.36 -1.67 1.39  -0.065
C 4.41 -2.09 2.77  -0.055
C 3.60 -1.56 3.69  -0.009
C 2.61 -0.50 3.34  -0.122
C 2.63 0.02 1.88  -0.243
C 2.12 -4.00 -2.85  -0.264
C 2.72 -4.21 -4.08  -0.073
C 2.82 -5.50 -4.59  -0.069
C 2.31 -6.57 -3.86  -0.068
C 1.70 -6.35 -2.64  -0.067
C 1.60 -5.07 -2.14  -0.075
C 1.39 -1.23 -3.44  -0.276
C 0.07 -0.78 -3.35  -0.073
C -0.44 0.06 -4.32  -0.054
C 0.36 0.47 -5.37  -0.064
C 1.67 0.04 -5.46  -0.067
C 2.18 -0.81 -4.50  -0.089
H 4.23 -1.50 -2.67  0.066
H 4.22 -2.48 -1.19  0.063
H 3.63 1.84 -2.74  0.107
H 5.40 3.51 -3.25  0.108
H 7.45 3.56 -1.88  0.109
H 7.77 1.94 -0.05  0.109
H 6.02 0.27 0.43  0.097
H 5.04 -2.18 0.71  0.105
H 5.12 -2.85 3.03  0.110
H 3.62 -1.89 4.72  0.118
H 2.60 0.28 4.10  0.160
H 2.71 1.10 1.74  0.131
H 3.10 -3.38 -4.66  0.094
H 3.28 -5.67 -5.54  0.110
H 2.40 -7.57 -4.26  0.110
H 1.29 -7.19 -2.09  0.110
H 1.12 -4.87 -1.19  0.099
H -0.52 -1.11 -2.51  0.067
H -1.46 0.41 -4.25  0.085
H -0.04 1.13 -6.13  0.109
H 2.30 0.36 -6.28  0.110
H 3.21 -1.14 -4.58  0.095
N 1.25 -0.45 1.73  -0.037
C 1.21 -0.94 2.96  -0.206
C 0.16 -1.57 3.61  -0.209
C 0.30 -2.20 4.85  -0.226
N 0.45 -2.74 5.85  0.150
C -1.06 -1.53 2.92  -0.204
N -2.01 -1.37 2.27  0.159

=====

[4]
12 unconnected molecules or ions with the total composition C30H66N7O5 at a distorted geometry, computed with ωB97M-V/def2-TZVPD.

Results
Kohn-Sham gap in eV: 9.835
E_HOMO in eV: -12.0
Total charge: +1
Strongest force on any atom in eV Å⁻¹: 16.6
Spin multiplicity: 1
LUMO in eV: -2.194

Each line ends with the Löwdin charge.
Cartesian coordinates (Å):
C 1.89 -3.31 -1.55  -0.023
C 1.38 -1.85 -1.47  -0.238
C -0.10 -1.76 -1.20  -0.115
N -0.53 -0.35 -0.83  -0.184
C -0.41 0.50 -2.08  0.024
C 0.13 0.21 0.41  -0.098
C -0.78 1.32 0.93  -0.122
C -2.18 0.90 0.49  -0.155
C -1.99 -0.30 -0.38  -0.095
H 1.22 -3.90 -2.00  0.020
H 1.77 -3.59 -0.38  0.115
H 2.90 -3.49 -1.88  0.071
H 1.67 -1.18 -2.20  0.059
H 1.90 -1.47 -0.67  0.037
H -0.20 -2.33 -0.20  0.128
H -0.82 -2.15 -2.07  0.183
H 0.55 0.94 -2.05  0.034
H -0.84 1.49 -1.89  0.101
H -0.65 0.14 -2.98  0.052
H 1.22 0.50 0.25  0.129
H 0.28 -0.40 1.25  0.102
H -0.48 2.28 0.31  0.144
H -0.76 1.44 1.88  0.008
H -2.62 1.63 -0.01  0.045
H -2.81 0.66 1.35  0.118
H -2.70 0.00 -1.13  0.106
H -2.44 -1.33 0.01  0.168
C -1.99 1.01 4.71  -0.031
C -2.64 2.21 4.00  -0.207
N -3.29 3.09 3.48  0.135
H -1.71 0.46 3.86  0.029
H -1.15 1.35 5.16  0.015
H -2.73 0.40 5.35  0.132
C -6.11 1.66 0.99  0.027
C -6.02 0.61 -0.17  -0.250
N -5.97 -0.02 -1.02  0.128
H -5.32 1.54 1.51  -0.027
H -5.83 2.61 0.60  0.078
H -7.09 1.62 1.24  0.049
C 2.55 0.70 -4.65  -0.073
C 1.79 -0.59 -4.96  -0.279
N 1.31 -1.61 -5.27  0.127
H 2.17 1.51 -5.58  0.173
H 2.48 0.92 -3.68  -0.044
H 3.71 0.58 -4.71  0.105
C 2.61 4.89 -0.23  -0.082
C 2.33 3.50 -0.80  -0.176
N 2.13 2.42 -1.31  0.144
H 3.32 4.97 0.66  0.097
H 2.92 5.73 -0.97  0.102
H 1.60 5.43 0.01  0.093
C -3.76 -4.52 1.49  -0.009
C -3.05 -4.26 0.08  -0.279
N -2.62 -4.07 -0.87  0.145
H -3.20 -5.01 2.28  0.059
H -3.97 -3.42 1.67  0.081
H -4.71 -4.97 1.22  0.069
C 3.03 1.31 5.21  0.011
C 2.28 1.96 4.12  -0.218
N 1.62 2.54 3.34  0.138
H 2.66 0.27 5.10  0.092
H 3.87 1.28 5.08  -0.056
H 2.68 1.75 6.11  0.102
C -2.91 -0.96 -4.63  -0.050
C -3.47 0.54 -4.91  -0.243
O -2.84 1.35 -3.89  -0.118
H -3.45 -1.64 -5.18  0.029
H -3.22 -1.30 -3.55  0.115
H -1.93 -1.02 -4.91  0.011
H -4.68 0.53 -4.79  0.147
H -3.34 0.98 -5.88  0.088
H -2.99 2.24 -4.16  0.045
C 3.87 -2.43 2.01  -0.069
C 3.20 -1.76 3.14  -0.410
O 1.83 -1.85 3.08  -0.084
H 3.60 -3.49 2.04  0.073
H 4.85 -2.22 2.25  0.063
H 3.40 -1.92 1.00  0.121
H 3.60 -0.84 3.15  0.053
H 3.62 -2.42 4.00  0.164
H 1.83 -1.46 4.04  0.145
C -2.45 4.49 -1.92  -0.079
C -1.90 4.98 -0.56  -0.245
O -2.42 4.30 0.60  -0.024
H -3.63 4.56 -1.92  0.115
H -2.38 3.36 -1.99  0.053
H -2.03 5.06 -2.72  0.065
H -2.19 5.96 -0.54  0.081
H -0.91 4.58 -0.65  0.085
H -1.93 4.13 1.25  -0.072
C -0.17 -5.80 1.22  -0.134
C 0.60 -4.94 2.03  -0.339
O 0.10 -3.58 1.76  -0.146
H 0.51 -6.63 1.14  0.081
H -0.22 -5.50 0.08  0.121
H -1.16 -6.00 1.65  0.073
H 1.74 -4.92 1.98  0.119
H 0.35 -5.23 3.16  0.146
H 0.58 -2.83 2.12  0.020
C 4.69 0.46 -0.01  -0.145
C 5.45 1.46 -0.78  -0.380
O 6.82 1.24 -0.61  -0.122
H 4.82 -0.66 -0.47  0.139
H 3.71 0.44 -0.41  -0.018
H 4.44 0.67 1.17  0.130
H 5.44 2.53 -0.34  0.136
H 5.29 1.22 -1.97  0.157
H 7.40 1.87 -1.06  0.089

=====

[5]
A single C4H4F2 molecule at a distorted geometry, computed with ωB97M-V/def2-TZVPD.

Results
Kohn-Sham gap in eV: 10.140
E_HOMO in eV: -9.0
SMILES: F/C=C/C=C/F
Strongest force on any atom in eV Å⁻¹: 2.9
Spin multiplicity: 1
LUMO in eV: 1.112
ΔE to the lowest compared entry with this formula, charge and spin in kJ/mol: 91.6

Each line ends with the Löwdin charge.
Cartesian coordinates (Å):
F -2.87 -0.42 0.16  0.053
C -1.68 -0.07 -0.30  -0.191
C -0.60 0.34 0.28  -0.090
C 0.66 0.15 -0.46  -0.085
C 1.69 -0.02 0.30  -0.184
F 2.96 -0.39 0.13  0.039
H -1.65 -0.30 -1.30  0.091
H -0.56 0.67 1.33  0.130
H 0.56 -0.09 -1.51  0.119
H 1.50 0.12 1.37  0.117

=====

[6]
A single C8H8N2O2 molecule at a distorted geometry, computed with ωB97M-V/def2-TZVPD.

Results
Kohn-Sham gap in eV: 9.599
E_HOMO in eV: -9.8
SMILES: C=CCOC(=O)c1cnccn1
Strongest force on any atom in eV Å⁻¹: 3.5
Spin multiplicity: 1
LUMO in eV: -0.185
ΔE to the lowest compared entry with this formula, charge and spin in kJ/mol: 130.8

Each line ends with the Löwdin charge.
Cartesian coordinates (Å):
C 0.68 1.35 3.94  0.020
C 0.15 1.75 2.72  -0.102
C -0.71 0.72 1.97  -0.182
O -0.14 0.55 0.67  0.024
C -0.83 -0.37 0.01  -0.430
O -1.87 -0.93 0.39  0.088
C -0.22 -0.68 -1.32  -0.164
C -0.83 -1.60 -2.13  -0.072
N -0.43 -1.90 -3.37  0.090
C 0.65 -1.21 -3.77  -0.107
C 1.36 -0.33 -2.95  -0.109
N 0.94 -0.13 -1.72  0.143
H 1.33 2.05 4.50  0.056
H 0.62 0.36 4.33  0.044
H 0.30 2.76 2.33  0.101
H -1.74 1.12 1.78  0.146
H -0.71 -0.19 2.55  0.117
H -1.81 -2.06 -1.87  0.135
H 1.01 -1.41 -4.80  0.113
H 2.24 0.15 -3.26  0.089

=====

[7]
A single C18H27N3O3S molecule, computed with ωB97M-V/def2-TZVPD.

Results
Kohn-Sham gap in eV: 9.215
E_HOMO in eV: -8.6
SMILES: CCC(=O)N1c2ccc(S(=O)(=O)N3CCN(CC)CC3)cc2C[C@H]1C
Strongest force on any atom in eV Å⁻¹: 1.0
Spin multiplicity: 1
LUMO in eV: 0.578
ΔE to the lowest compared entry with this formula, charge and spin in kJ/mol: 103.3

Each line ends with the Löwdin charge.
Cartesian coordinates (Å):
C 0.95 -2.85 5.57  -0.085
C -0.48 -2.79 5.02  -0.152
C -0.63 -1.55 4.16  -0.425
O -0.39 -0.45 4.62  0.075
N -1.06 -1.70 2.87  0.057
C -1.30 -0.64 1.99  -0.126
C -0.99 0.70 2.14  0.032
C -1.32 1.57 1.11  -0.047
C -1.94 1.10 -0.03  -0.269
S -2.26 2.22 -1.39  0.664
O -2.42 3.55 -0.88  -0.279
O -3.30 1.67 -2.22  -0.284
N -0.86 2.21 -2.29  -0.235
C 0.30 2.80 -1.67  -0.186
C 1.36 3.04 -2.74  -0.168
N 1.70 1.78 -3.38  -0.184
C 2.80 1.92 -4.33  -0.264
C 4.14 2.12 -3.62  -0.089
C 0.52 1.23 -4.01  -0.175
C -0.55 0.97 -2.95  -0.190
C -2.26 -0.24 -0.19  -0.003
C -1.93 -1.10 0.83  -0.140
C -2.19 -2.57 0.95  -0.062
C -1.34 -2.97 2.18  -0.297
C -0.03 -3.63 1.75  -0.026
H 1.04 -3.66 6.29  0.073
H 1.19 -1.91 6.05  0.076
H 1.66 -3.02 4.76  0.072
H -0.73 -3.71 4.50  0.089
H -1.17 -2.67 5.86  0.125
H -0.52 1.06 3.04  0.106
H -1.12 2.63 1.19  0.116
H 0.71 2.13 -0.89  0.129
H -0.02 3.73 -1.21  0.121
H 0.98 3.77 -3.46  0.134
H 2.25 3.45 -2.26  0.116
H 2.63 2.75 -5.04  0.121
H 2.85 0.99 -4.90  0.112
H 4.95 2.01 -4.34  0.070
H 4.21 3.11 -3.17  0.060
H 4.26 1.37 -2.84  0.077
H 0.10 1.91 -4.77  0.133
H 0.78 0.28 -4.49  0.123
H -0.17 0.22 -2.23  0.129
H -1.47 0.60 -3.41  0.119
H -2.76 -0.56 -1.09  0.123
H -1.88 -3.12 0.06  0.123
H -3.25 -2.76 1.12  0.128
H -1.91 -3.63 2.84  0.139
H 0.61 -3.83 2.61  0.066
H -0.24 -4.57 1.24  0.085
H 0.50 -2.97 1.07  0.094

=====

[8]
A single C3H5N2P molecule at a distorted geometry, computed with ωB97M-V/def2-TZVPD.

Results
Kohn-Sham gap (alpha / beta) in eV: 6.543 / 6.295
E_HOMO (alpha / beta) in eV: -9.1 / -9.1
SMILES: [H]/N=C(/C)C=P#N
Strongest force on any atom in eV Å⁻¹: 2.4
Spin multiplicity: 1
LUMO (alpha / beta) in eV: -2.584 / -2.758
ΔE to the lowest compared entry with this formula, charge and spin in kJ/mol: 356.6

Each line ends with the Löwdin charge.
Cartesian coordinates (Å):
H 0.71 1.39 1.36  0.006
N 0.67 1.28 0.33  0.135
C 0.12 0.24 -0.12  -0.569
C -0.01 0.10 -1.62  -0.052
C -0.40 -0.91 0.57  -0.347
P -0.36 -0.83 2.29  0.830
N 0.30 0.26 3.06  -0.276
H 0.59 0.87 -2.09  0.077
H -1.05 0.21 -1.92  0.085
H 0.34 -0.88 -1.94  0.076
H -0.90 -1.73 0.08  0.036

=====

[9]
A gas-phase ion, C2H8N3P2 (charge +1) at a distorted geometry, computed with ωB97M-V/def2-TZVPD.

Results
Kohn-Sham gap (alpha / beta) in eV: 6.877 / 6.878
E_HOMO (alpha / beta) in eV: -13.3 / -13.3
SMILES: CNC(=P#[NH+])[PH2]=N
Total charge: +1
Strongest force on any atom in eV Å⁻¹: 3.0
Spin multiplicity: 1
LUMO (alpha / beta) in eV: -6.376 / -6.376
ΔE to the lowest compared entry with this formula, charge and spin in kJ/mol: 279.7

Each line ends with the Löwdin charge.
Cartesian coordinates (Å):
C 1.20 -0.06 -2.33  -0.068
N 0.94 -0.56 -1.01  -0.065
C -0.06 -0.13 -0.26  -0.452
P -1.43 1.05 -0.76  0.954
N -1.90 1.14 0.77  -0.326
P 0.00 -0.34 1.77  0.704
N -0.89 -0.78 2.97  -0.234
H 1.43 -0.93 -3.06  0.142
H 0.27 0.44 -2.63  0.045
H 2.03 0.62 -2.46  0.102
H 1.36 -1.50 -0.73  0.192
H -2.91 1.49 0.91  0.060
H 0.56 0.90 1.66  -0.013
H 1.18 -0.98 2.01  -0.007
H -1.77 -0.37 3.15  -0.034